1.
Here is a molecular structure, C9H6N2S2 in a non-equilibrium geometry from OMol25. Energies are from ωB97M-V/def2-TZVPD.

Geometry as XYZ:
```
19
Properties=species:S:1:pos:R:3:forces:R:3:lowdin_charge:R:1
C 1.98918 1.60709 0.90640 -1.4 -1.5 1.2 -0.36
C 0.48969 0.16308 2.44417 1.2 1.4 -1.3 -0.36
C -0.22240 -2.78531 -1.89091 -0.1 -0.4 -1.1 -0.15
C -0.87116 -1.58559 -1.53390 -0.1 -0.1 -0.6 -0.07
C 1.01772 -2.96605 -1.27480 -3.2 5.0 0.9 -0.30
C -0.13082 -0.86838 -0.56414 0.2 -2.0 -1.6 -0.60
C 0.96487 0.82885 1.36370 -2.8 -1.0 -3.8 -0.24
C -0.38703 0.32084 0.01443 2.3 3.3 2.9 -0.42
C -1.21261 2.79774 0.65113 -1.3 0.4 2.5 -0.36
N 2.91906 2.21829 0.65099 1.9 1.5 -0.9 0.13
N -0.10267 -0.40385 3.23091 -1.5 -1.8 2.5 0.13
S 1.41814 -1.61230 -0.29204 -0.7 -0.9 0.1 1.14
S -1.68886 1.33385 -0.26748 1.1 -0.3 -0.4 1.00
H -0.56019 -3.44560 -2.72339 0.1 0.5 1.0 0.12
H -1.79633 -1.18535 -2.06132 1.3 -0.7 1.1 0.14
H 1.72407 -3.65565 -1.29889 2.7 -3.4 -0.7 0.02
H -1.87490 2.59673 1.62001 1.7 1.2 -1.7 0.09
H -1.54767 3.70594 0.11664 -0.2 -0.6 0.2 0.04
H -0.12808 2.93567 0.90849 -1.2 -0.7 -0.4 0.05
```
Positions in Å, forces in eV/Å.

highest occupied orbital energy: -7.6 eV
HOMO-LUMO gap: 5.354 eV

=====

2.
Here is a gas-phase ion, C9H6NO2 (charge -1) in a non-equilibrium geometry from OMol25. Energies are from ωB97M-V/def2-TZVPD.

Geometry as XYZ:
```
18
Properties=species:S:1:pos:R:3:forces:R:3:lowdin_charge:R:1
C 2.11726 2.96915 -1.49357 -0.2 -0.3 0.1 0.10
C 1.58674 1.90221 -1.66032 0.1 0.3 0.0 -0.22
N 1.03941 0.71581 -1.88952 0.4 0.2 -0.8 0.02
C 1.29461 0.14681 -3.35069 -0.1 0.3 0.4 -0.70
O 1.47604 -1.05186 -3.36195 0.1 -1.1 0.1 0.00
O 1.27654 1.02500 -4.18364 0.0 0.7 -0.5 0.01
C 0.36725 0.06194 -0.89504 -0.4 -0.4 0.8 -0.21
C 0.36643 0.55253 0.42284 0.2 0.1 -0.3 -0.04
C -0.34191 -0.08504 1.41827 -0.1 -0.1 0.2 -0.12
C -1.07252 -1.23055 1.14496 -0.1 -0.1 0.2 -0.14
C -1.07711 -1.72646 -0.15086 -0.1 0.0 0.2 -0.11
C -0.37710 -1.09816 -1.15743 0.1 0.0 -0.2 -0.02
H 2.55988 3.90982 -1.37004 0.2 0.5 0.1 -0.01
H 0.93285 1.44696 0.64498 0.0 0.0 0.0 0.09
H -0.32375 0.31662 2.42499 0.0 0.0 0.0 0.09
H -1.62918 -1.72853 1.92833 0.0 0.0 0.0 0.08
H -1.64591 -2.61957 -0.37969 0.0 0.0 0.0 0.09
H -0.38241 -1.50037 -2.15706 0.0 0.0 -0.1 0.10
```
Positions in Å, forces in eV/Å.

SMILES: C#CN(C(=O)[O-])c1ccccc1
charge: -1
highest occupied orbital energy: -4.0 eV
HOMO-LUMO gap: 7.664 eV

=====

3.
Here is a molecular structure, C9H6NO4 in a non-equilibrium geometry from OMol25. Energies are from ωB97M-V/def2-TZVPD.

Geometry as XYZ:
```
20
Properties=species:S:1:pos:R:3:forces:R:3:lowdin_charge:R:1
C -2.60437 -1.49324 0.51881 -2.2 -0.3 -0.5 -0.15
C -1.50028 -2.28761 0.41448 0.6 -1.8 0.2 -0.13
C -2.53474 -0.16857 0.07289 0.9 1.8 1.5 -0.08
C -0.29354 -1.70799 0.02631 2.5 -3.2 0.7 -0.04
C -1.27771 0.45459 -0.08750 -0.4 -0.6 -0.8 -0.01
C -0.15893 -0.36127 -0.13889 0.8 0.7 -0.3 -0.22
C 2.38780 -0.31819 -0.60024 -1.3 -0.1 0.8 -0.51
C 1.61492 2.55554 0.58121 1.5 -0.9 -2.5 -0.72
C 1.70068 1.50429 -0.57286 -0.5 2.2 -1.5 -0.19
N 1.10524 0.18266 -0.40774 0.6 0.5 -0.4 0.12
O 2.60409 3.28635 0.63023 0.2 0.5 0.8 -0.02
O 2.80545 -1.43045 -0.52417 1.0 -0.6 -0.4 0.11
O 0.50326 2.51894 1.06083 -2.1 0.6 1.9 0.00
O 2.96466 0.90154 -0.79460 1.1 -1.7 0.3 0.10
H -3.56221 -1.98853 0.85708 1.0 0.9 -0.6 0.11
H -1.61983 -3.41241 0.63433 0.6 2.0 -0.3 0.12
H -3.35556 0.55016 0.14279 -0.2 -0.6 -0.1 0.09
H 0.69145 -2.34254 -0.00273 -2.1 1.2 -0.1 0.14
H -1.02461 1.50303 -0.24518 -0.9 -0.1 0.2 0.11
H 1.55422 2.05368 -1.56505 -0.8 -0.7 1.2 0.17
```
Positions in Å, forces in eV/Å.

charge: -1
highest occupied orbital energy: -4.6 eV
HOMO-LUMO gap: 7.951 eV

=====

4.
Here is C9H6O2 in the gas phase in a non-equilibrium geometry from OMol25. Energies are from ωB97M-V/def2-TZVPD.

Geometry as XYZ:
```
17
Properties=species:S:1:pos:R:3:forces:R:3:lowdin_charge:R:1
C -1.25712 6.47953 -0.85949 0.7 -1.9 0.5 0.13
C -0.90404 5.33537 -0.59248 -0.3 0.8 0.0 -0.13
C -0.57776 3.99690 -0.26662 -0.1 -1.1 -0.3 -0.03
C -0.40164 2.78706 -0.10298 -0.7 0.8 -0.1 -0.01
C -0.38663 1.37910 0.07173 0.2 1.9 -0.4 -0.01
C -0.36945 0.17940 0.16923 0.4 -0.6 0.5 0.06
C -0.27624 -1.24191 0.51833 0.5 -0.5 -1.6 -0.21
O 0.86007 -1.62603 1.25480 0.7 -0.2 0.0 -0.02
C 0.86936 -2.15509 -0.07242 -2.2 1.6 -0.1 -0.17
C 0.71127 -3.64626 -0.25394 -0.2 0.0 1.9 -0.19
O 0.71975 -4.19802 1.07362 0.2 0.1 0.0 -0.08
H -1.54250 7.49954 -1.07095 0.2 -0.6 0.1 0.04
H -1.26898 -1.65006 0.80059 1.0 -0.2 -0.1 0.16
H 1.56683 -1.75754 -0.79877 0.0 0.8 0.4 0.14
H 1.55741 -4.02065 -0.84774 -0.3 -0.1 0.2 0.12
H -0.24815 -3.89605 -0.72764 0.3 0.0 0.0 0.12
H 0.94781 -3.46526 1.70473 -0.4 -0.9 -0.9 0.09
```
Positions in Å, forces in eV/Å.

SMILES: C#CC#CC#C[C@@H]1O[C@H]1CO
highest occupied orbital energy: -9.2 eV
HOMO-LUMO gap: 9.247 eV

=====

5.
Here is 2 unconnected molecules or ions with the total composition C9H7Cl2NOS in a non-equilibrium geometry from OMol25. Energies are from ωB97M-V/def2-TZVPD.

Geometry as XYZ:
```
21
Properties=species:S:1:pos:R:3:forces:R:3:lowdin_charge:R:1
N -2.53634 2.16968 -1.80838 0.1 0.3 -0.3 0.18
C -2.70316 1.23440 -1.16781 0.1 0.2 -0.3 -0.28
C -2.92419 0.10771 -0.34912 0.0 -0.8 0.8 -0.76
Cl -4.28150 0.24436 0.72038 0.1 -0.1 -0.1 0.69
C -2.08445 -0.93408 -0.33604 -0.3 0.4 -0.1 -0.59
Cl -2.25430 -2.25968 0.70745 0.0 -0.1 0.0 0.69
H -1.23822 -0.97373 -1.00727 0.0 0.1 0.0 0.08
O 2.04944 -3.14269 0.16938 -0.1 0.0 0.0 -0.46
S 2.03103 -2.05984 -1.08199 0.0 -0.1 -0.1 0.94
C 1.49141 -0.57083 -0.30580 0.1 -0.3 0.1 -0.55
C 1.14037 -0.52645 1.03334 0.0 -0.1 0.1 -0.12
C 0.72156 0.67145 1.58350 0.0 0.1 0.0 -0.08
C 0.64575 1.81261 0.80300 -0.1 0.1 0.1 -0.09
C 0.98732 1.75698 -0.53939 0.0 0.0 0.0 -0.09
C 1.41285 0.56777 -1.09877 0.0 -0.1 0.0 -0.13
H 2.95654 -3.28140 0.47440 -0.1 0.2 -0.1 0.05
H 1.19415 -1.42220 1.63475 0.0 0.0 0.0 0.10
H 0.45235 0.70606 2.62726 0.0 0.0 0.1 0.11
H 0.32366 2.74518 1.23911 -0.1 0.1 0.0 0.10
H 0.92506 2.64016 -1.15582 0.0 0.1 0.0 0.11
H 1.69067 0.51456 -2.14218 0.0 0.1 -0.1 0.11
```
Positions in Å, forces in eV/Å.

SMILES: N#C/C(Cl)=C/Cl.OSc1ccccc1
highest occupied orbital energy: -8.5 eV
HOMO-LUMO gap: 8.602 eV

=====

6.
Here is a molecular structure, C9H7ClINOS in a non-equilibrium geometry from OMol25. Energies are from ωB97M-V/def2-TZVPD.

Geometry as XYZ:
```
21
Properties=species:S:1:pos:R:3:forces:R:3:lowdin_charge:R:1
C 1.43425 -1.54138 0.04776 -0.3 -0.3 -0.5 -0.36
C 0.00164 3.00032 0.74466 -0.5 -1.7 0.4 -0.07
C 0.62171 3.29536 -0.43441 -0.2 -1.0 -1.2 -0.06
C -0.49690 1.69741 0.97456 -0.9 1.6 0.1 -0.05
C 0.59659 2.39489 -1.55292 0.6 1.3 1.5 -0.11
C -0.46658 0.82741 -0.08073 -0.6 0.0 -0.7 -0.48
C -0.08708 1.21806 -1.38057 0.7 -1.3 0.3 -0.66
C -0.37757 -4.10223 0.13000 3.0 2.9 -2.7 0.12
C 0.36439 -1.54434 0.95329 -0.8 0.0 0.4 -0.78
N 1.95982 -1.52922 -0.99313 0.3 0.0 0.9 0.16
O -2.20506 -0.75209 1.12359 -1.7 0.3 1.8 -0.48
S -1.18780 -0.78984 0.11945 2.1 -1.2 -0.4 0.80
Cl 0.39418 -1.88352 2.66617 0.1 0.6 -1.5 0.66
I -0.40455 -0.21918 -2.92021 0.3 0.8 -0.4 0.90
H -0.13776 3.72179 1.50676 0.2 0.7 0.6 0.10
H 1.07825 4.25101 -0.52835 0.4 0.6 -0.3 0.10
H -1.16550 1.51068 1.84014 1.0 -0.3 -0.4 0.13
H 1.23373 2.67949 -2.38622 -0.7 -0.3 -0.3 0.11
H 0.72729 -4.04745 -0.13364 -1.8 -0.6 0.6 0.04
H -1.01614 -3.46803 -0.44965 -0.1 0.2 -0.4 -0.02
H -0.86693 -4.71914 0.75344 -1.0 -2.2 2.3 -0.04
```
Positions in Å, forces in eV/Å.

highest occupied orbital energy (spin up / spin down): -8.8 / -9.0 eV
HOMO-LUMO gap (spin up / spin down): 8.628 / 7.371 eV

=====

In order of appearance, energy relative to the best compared isomer or geometry (same formula, charge and spin) = 104.7; 0.0; 24.2; 164.0; 43.2; 67.6 kcal/mol.